ORCA calculation (ωB97M-V with the def2-TZVPD basis set) on one molecule with the formula CH6N4O at a distorted geometry.

SMILES: [H]/N=C(\NN)NO
HOMO energy, eV: -9.529
Energy above the lowest of the compared OMol25 structures with the same formula, charge and spin, kcal/mol: 78.6

Geometry as XYZ:
```
12
Properties=species:S:1:pos:R:3:forces:R:3:lowdin_charge:R:1
C -0.01569 0.05603 0.05415 0.570 -1.026 0.402 -0.52
H 2.62401 0.35911 0.78509 0.121 -0.583 -0.367 0.08
H 2.21332 0.82301 -0.67043 -0.234 -0.357 -0.485 0.06
H 0.99502 -1.52344 -0.57394 0.647 0.581 0.487 0.13
H 0.68323 1.90418 0.09506 -0.882 -0.872 -0.025 0.07
H -1.18848 -1.32771 0.92013 -0.144 1.087 -1.831 0.16
H -1.91233 0.97092 -0.11661 -1.005 -1.742 0.139 0.09
N 2.37119 -0.03017 -0.13386 0.020 0.166 1.039 0.00
N 1.15144 -0.74226 0.08180 -0.671 0.926 -0.872 -0.05
N -0.16900 1.30803 0.09866 0.833 1.044 -0.167 0.12
N -1.13927 -0.78681 -0.00949 -1.360 -0.022 1.405 -0.03
O -2.35265 0.02703 -0.12800 2.106 0.799 0.273 -0.12
```
Forces are in eV/Å.

ORCA calculation (ωB97M-V with the def2-TZVPD basis set) on a 2-piece molecular cluster, F4N2 overall at a distorted geometry.

HOMO energy (spin up / spin down), eV: -12.039 / -12.041
Energy above the lowest of the compared OMol25 structures with the same formula, charge and spin, kcal/mol: 24.0

Geometry as XYZ:
```
6
Properties=species:S:1:pos:R:3:forces:R:3:lowdin_charge:R:1
N -0.53184 0.00257 -0.51170 -2.221 3.830 0.407 0.03
N 0.65383 -0.21474 -0.17273 1.468 -2.228 0.810 -0.09
F -1.26101 1.20830 0.51072 1.316 -1.902 -1.385 -0.21
F -1.43928 -0.95888 -0.29202 1.214 -0.238 0.434 0.08
F 0.98195 -0.69897 1.13888 -0.179 1.516 -1.726 0.06
F 1.59634 0.66171 -0.67315 -1.598 -0.979 1.460 0.11
```
Forces are in eV/Å.

ORCA calculation (ωB97M-V with the def2-TZVPD basis set) on a 6-piece molecular cluster, C19H37N3O5S2 overall at a distorted geometry.

HOMO energy, eV: -8.903

Geometry as XYZ:
```
66
Properties=species:S:1:pos:R:3:forces:R:3:lowdin_charge:R:1
C -1.46252 -4.90750 0.27567 -0.527 0.217 -0.987 -0.10
C -0.15934 -5.67450 0.10330 0.052 -0.610 0.340 -0.10
O 0.49196 -5.09529 -1.02925 -0.169 0.145 -0.274 0.05
C -0.39469 -4.34468 -1.69971 -0.737 0.331 0.979 -0.58
O -0.30115 -3.89407 -2.79428 0.557 0.043 -0.284 0.15
O -1.48493 -4.09958 -0.91669 -0.037 -0.012 -0.104 0.02
H -1.59195 -4.26659 1.14489 0.452 0.036 0.040 0.12
H -2.33590 -5.55713 0.21062 0.091 -0.089 0.175 0.13
H -0.36242 -6.70867 -0.17868 0.069 -0.046 0.318 0.13
H 0.47017 -5.63240 0.98834 0.251 0.047 -0.220 0.14
C 0.87603 2.77566 5.71593 -0.236 -0.600 0.187 -0.11
C 1.24732 2.44305 4.26932 0.238 0.217 0.457 -0.26
C 2.18502 1.22370 4.15031 -0.675 -0.173 0.269 -0.18
C 3.23622 1.24026 5.16668 -0.230 -0.013 -0.550 -0.25
N 4.05217 1.27892 5.96719 0.411 -0.008 0.409 0.14
H 1.73561 2.72667 6.38440 0.061 0.523 -0.060 0.06
H 0.18473 2.03643 6.13729 -0.034 -0.065 -0.250 0.08
H 0.35386 3.72962 5.77068 0.244 0.137 0.104 0.07
H 1.74209 3.30809 3.82294 -0.097 0.019 -0.088 0.11
H 0.31969 2.22620 3.74704 0.221 -0.050 -0.393 0.06
H 2.63873 1.11793 3.16634 -0.045 0.135 -0.038 0.12
H 1.57280 0.33203 4.30829 0.160 -0.086 -0.015 0.11
C 3.29798 0.20348 -2.51342 0.658 -0.339 -1.236 -0.09
C 3.55495 -1.13606 -3.23300 0.218 0.357 0.222 -0.26
C 2.60380 -2.28179 -2.88938 0.748 -0.070 0.494 -0.18
C 2.72040 -2.69552 -1.48019 -0.281 0.188 -0.581 -0.23
N 2.78549 -3.03794 -0.38931 0.059 -0.020 0.437 0.16
H 3.88428 0.92284 -3.09236 -0.180 0.270 0.197 0.07
H 3.73923 0.20504 -1.52049 -0.477 -0.066 0.265 0.07
H 2.25720 0.51166 -2.57729 -0.051 0.047 0.369 0.04
H 4.59181 -1.40227 -3.01269 -0.091 -0.336 0.027 0.11
H 3.53198 -1.02613 -4.31940 -0.208 0.225 0.028 0.11
H 2.89933 -3.14917 -3.48113 -0.382 -0.070 -0.091 0.12
H 1.56796 -2.01157 -3.08342 -0.053 -0.134 -0.093 0.09
C -2.08869 -0.72965 -3.26446 0.163 0.110 0.212 -0.10
C -1.29213 -0.87221 -4.55430 -0.933 -0.262 -0.456 -0.25
C -1.06199 0.44576 -5.32262 0.490 -0.178 0.834 -0.17
C -0.30081 1.37402 -4.47485 0.097 -0.133 -0.262 -0.23
N 0.30105 2.04972 -3.76954 0.035 0.090 0.109 0.15
H -3.09059 -0.33809 -3.44922 0.067 0.190 -0.078 0.08
H -1.56476 -0.05989 -2.57771 -0.112 0.092 0.009 0.05
H -2.23293 -1.67712 -2.74367 0.209 -0.127 -0.171 0.07
H -1.86651 -1.50408 -5.23852 0.097 -0.104 0.037 0.11
H -0.34756 -1.39151 -4.40247 0.091 0.126 0.146 0.09
H -1.98124 0.96169 -5.59434 -0.127 -0.247 -0.174 0.12
H -0.47358 0.18982 -6.20175 -0.077 0.367 -0.190 0.12
C -2.42735 0.45316 0.56465 0.678 0.344 0.874 -0.23
S -0.63063 0.60771 0.86325 -0.490 -0.868 0.142 0.83
O -0.41261 0.49615 2.34338 -0.186 0.188 -0.395 -0.56
C -0.21806 -1.05367 0.24636 0.226 0.435 -0.324 -0.25
H -2.58500 0.64064 -0.49301 -0.315 -0.226 -0.031 0.04
H -2.90003 1.20708 1.19465 0.011 0.226 -0.291 0.03
H -2.74957 -0.50556 0.96642 -0.051 -0.184 -0.438 0.06
H 0.87014 -1.06617 0.26357 0.000 -0.412 0.154 0.03
H -0.55335 -1.26043 -0.77159 -0.058 0.357 -0.043 0.04
H -0.67541 -1.79312 0.90014 0.175 0.104 0.274 0.05
C -3.33679 4.04812 2.96444 0.108 0.097 -0.213 -0.26
S -2.73560 4.84940 1.45139 -0.193 0.963 0.528 0.81
O -2.86781 6.33485 1.62418 0.011 -0.784 -0.038 -0.56
C -0.99320 4.44463 1.64224 0.681 -0.176 -0.030 -0.26
H -4.38046 4.33673 3.06822 -0.051 -0.154 -0.055 0.05
H -2.79154 4.33989 3.86096 0.149 0.158 -0.136 0.06
H -3.22371 2.97678 2.79414 -0.159 -0.044 0.131 0.03
H -0.39600 5.34738 1.76964 -0.379 0.269 -0.188 0.06
H -0.69034 3.95938 0.71435 0.177 -0.104 0.129 0.04
H -0.75087 3.82788 2.50750 -0.314 -0.262 -0.122 0.03
```
Forces are in eV/Å.

ORCA calculation (ωB97M-V with the def2-TZVPD basis set) on a 2-piece molecular cluster, C11H15N overall at a distorted geometry.

SMILES: Cc1c[nH]c2ccccc12.CC
HOMO energy, eV: -8.081
Energy above the lowest of the compared OMol25 structures with the same formula, charge and spin, kcal/mol: 61.3

Geometry as XYZ:
```
27
Properties=species:S:1:pos:R:3:forces:R:3:lowdin_charge:R:1
C 2.64158 -1.33660 1.09186 0.904 -0.440 -0.021 -0.07
C 2.24155 1.21190 1.18857 3.991 2.520 1.089 -0.15
C 1.86201 -0.04799 1.22075 -2.987 -1.478 -1.252 -0.24
C 0.09514 1.40347 0.95302 -1.178 2.968 0.129 -0.21
C 0.33170 0.03230 1.00191 4.344 0.583 1.599 -0.17
C -1.21299 1.92362 0.85235 -0.361 -1.554 1.213 -0.02
C -0.61662 -0.95932 0.94223 -0.346 -0.809 -0.341 -0.08
C -2.18661 0.92149 0.80725 -0.025 0.274 -1.829 -0.09
C -1.86377 -0.45843 0.65211 -1.310 0.876 0.986 -0.13
N 1.28092 2.21405 1.15582 -1.518 -1.415 -1.121 0.07
H 3.28547 1.54968 1.39675 -0.806 -0.362 -0.576 0.13
H 1.42682 3.16518 0.70012 -0.323 -2.197 0.881 0.18
H 2.08806 -1.94656 0.22651 1.765 1.031 1.855 0.11
H 2.63757 -1.92475 2.06957 -0.281 0.495 -1.361 0.08
H -1.56548 2.94479 1.04253 0.718 -0.258 -0.425 0.11
H -0.34120 -2.06383 0.96204 -0.503 1.674 -0.090 0.15
H -3.22345 1.25299 0.60159 0.599 -0.461 0.385 0.11
H -2.69108 -1.03923 0.30005 -0.239 -0.771 0.411 0.09
H 3.80367 -1.11760 0.91705 -2.660 -0.582 -0.120 0.11
C -0.28775 -0.57936 -1.92844 0.806 -0.313 -5.401 -0.14
C -1.72915 -0.90112 -2.43200 1.321 -0.943 -1.571 -0.15
H -0.20744 0.50623 -1.94760 -0.076 0.075 0.868 0.07
H 0.07824 -1.04611 -1.06677 0.305 -0.443 0.598 -0.01
H 0.46046 -0.79320 -2.85410 -1.435 -0.032 2.096 0.11
H -2.09519 -1.91673 -2.69999 1.023 -0.021 0.797 0.07
H -1.81839 -0.45764 -3.43510 -0.292 0.625 0.564 0.07
H -2.39408 -0.53721 -1.71805 -1.436 0.959 0.636 0.00
```
Forces are in eV/Å.